[1]
Here is 2 unconnected molecules or ions with the total composition C3H13N2O at a distorted geometry from OMol25. Energies are from wB97M-V/def2-TZVPD.

Geometry as XYZ:
```
19
C3H13N2O | OMol25 | wB97M-V/def2-TZVPD
N -1.4057 0.3355 0.3740
C 0.0413 0.6135 0.1518
C 0.8838 -0.6478 0.3634
N 0.6089 -1.4597 1.5332
C 0.5178 -0.7485 2.8048
H -1.7995 0.5558 1.2835
H -1.6156 -0.6654 0.3294
H -2.1131 0.6778 -0.2848
H 0.2696 1.3915 0.8795
H 0.1391 1.0777 -0.8239
H 1.9332 -0.3892 0.2265
H 0.5954 -1.3146 -0.4613
H -0.0706 -2.1688 1.3695
H -0.4599 -0.3273 3.0841
H 0.8541 -1.2507 3.7095
H 1.2243 0.0774 2.6961
H -0.1020 1.6988 -5.3760
H 0.5122 1.3698 -4.0536
O -0.3513 1.5127 -4.4829
```

The orbital gap comes out at 9.4 eV. Its net charge is +1.

***

[2]
Here is 2 unconnected molecules or ions with the total composition C2H2NO2 at a distorted geometry from OMol25. Energies are from wB97M-V/def2-TZVPD.

Geometry as XYZ:
```
7
C2H2NO2 | OMol25 | wB97M-V/def2-TZVPD
C 0.7748 -0.0722 -0.4400
C -2.0369 0.3683 0.2275
N 1.5548 -0.2874 0.5640
O -2.3655 1.0782 -0.6308
O -1.9310 -0.3209 1.1502
H 1.4603 -0.2102 -1.3544
H 2.5435 -0.5558 0.4836
```

The orbital gap comes out at 5.3 eV. Its net charge is -1.

***

[3]
Here is a single C11H19FN2O3 molecule at a distorted geometry from OMol25. Energies are from wB97M-V/def2-TZVPD.

Geometry as XYZ:
```
36
C11H19FN2O3 | OMol25 | wB97M-V/def2-TZVPD
C -3.1025 1.8946 -0.7333
C -1.5219 2.1696 -0.7529
C -0.8852 2.2353 -2.2221
O -0.2371 3.2793 -2.5052
O -0.9936 1.2123 -3.1975
C -0.0413 0.1141 -2.9156
C -0.8261 -0.9321 -1.9963
C -0.0181 -1.5690 -0.7768
N -0.9360 -1.4845 0.4298
C -0.3464 -0.7354 1.5744
O -0.9650 -0.0836 2.4527
C 1.2379 -0.9347 1.4318
C 1.4604 -2.3557 2.1521
C 2.2342 0.2487 1.8214
N 2.1942 0.6033 3.2967
C 1.2979 -0.8912 -0.1961
F 2.5376 -1.4042 -0.7250
H -3.5636 2.3061 -1.6902
H -3.6465 2.4127 0.1375
H -3.3444 0.7719 -0.6219
H -1.3466 3.1402 -0.1670
H -1.0295 1.3325 -0.1443
H 0.8845 0.5856 -2.4542
H 0.2340 -0.2899 -3.9580
H -1.7996 -0.4418 -1.6379
H -1.1648 -1.7984 -2.6789
H 0.0552 -2.6945 -0.9886
H -1.3791 -2.3806 0.6967
H 1.7531 -2.1657 3.2514
H 2.2936 -2.9811 1.6887
H 0.4576 -2.9215 2.2140
H 2.0556 1.2272 1.2563
H 3.2961 -0.1129 1.5491
H 2.7845 1.4589 3.3508
H 1.2273 0.9625 3.4431
H 1.1437 0.2219 -0.3847
```

The orbital gap comes out at 10.3 eV. The SMILES is CCC(=O)OCC[C@@H]1NC(=O)[C@](C)(CN)[C@H]1F.

***

[4]
Here is a single C6H9ClO molecule at a distorted geometry from OMol25. Energies are from wB97M-V/def2-TZVPD.

Geometry as XYZ:
```
17
C6H9ClO | OMol25 | wB97M-V/def2-TZVPD
C -2.3568 1.2557 -0.4937
C -1.1524 0.5088 0.0479
C -0.0142 0.9708 0.4880
Cl 0.4112 2.6743 0.2691
C 1.0628 0.1667 1.0543
O 2.3785 0.1323 0.4676
C 1.6678 -1.1063 0.5330
C 1.0909 -1.6617 -0.7763
H -2.1047 2.3122 -0.5864
H -2.5783 0.8817 -1.4801
H -3.2534 1.2063 0.1279
H -1.3688 -0.5493 0.3551
H 1.1840 0.3287 2.1403
H 2.1082 -1.8049 1.2147
H 0.2380 -2.3740 -0.5868
H 0.7593 -0.8580 -1.4068
H 1.9277 -2.0831 -1.3677
```

The orbital gap comes out at 10.5 eV. The SMILES is C/C=C(\Cl)[C@@H]1O[C@@H]1C.

***

[5]
Here is a single C2H2Cl2O2 molecule at a distorted geometry from OMol25. Energies are from wB97M-V/def2-TZVPD.

Geometry as XYZ:
```
8
C2H2Cl2O2 | OMol25 | wB97M-V/def2-TZVPD
C -0.4764 -0.1450 0.6844
C 0.6159 0.2379 -0.1710
O -1.6584 -0.4859 0.1899
O -1.9016 -0.4777 -1.0819
Cl 1.6340 -1.2171 -0.6113
Cl 1.6796 1.5548 0.4152
H -0.3332 -0.0989 1.7270
H 0.4401 0.6320 -1.1523
```

The orbital gap (alpha / beta) comes out at 8.5 / 9.3 eV.

***

[6]
Here is 2 unconnected molecules or ions with the total composition C3H10OS2 at a distorted geometry from OMol25. Energies are from wB97M-V/def2-TZVPD.

Geometry as XYZ:
```
16
C3H10OS2 | OMol25 | wB97M-V/def2-TZVPD
C 0.1322 -1.7938 -0.0778
C 1.4262 -2.1063 0.6585
O 2.1673 -3.1547 0.0351
H 0.2678 -1.6446 -1.1529
H -0.4232 -0.9742 0.3841
H -0.5404 -2.6321 0.0832
H 2.0402 -1.2062 0.7913
H 1.2389 -2.3726 1.7015
H 2.6909 -2.6987 -0.6380
C -1.5226 2.7706 -1.0646
S -1.2932 1.2821 -0.0478
S -0.2525 2.2498 1.4683
H -1.9911 3.6216 -0.5698
H -0.5307 3.0777 -1.4141
H -2.1385 2.4628 -1.9155
H -1.2712 3.1185 1.7586
```

The orbital gap comes out at 9.3 eV. The SMILES is CCO.CSS.

***

[7]
Here is a molecular structure, C22H29N3OsP2 at a distorted geometry from OMol25. Energies are from wB97M-V/def2-TZVPD.

Geometry as XYZ:
```
57
C22H29N3OsP2 | OMol25 | wB97M-V/def2-TZVPD
C -0.5945 -3.6718 2.1569
C -0.2145 -2.7959 1.1340
C -1.2115 -2.1458 0.3669
C -2.5588 -2.6372 0.4134
C -2.8739 -3.6165 1.4061
C -1.9382 -4.0727 2.2891
C -3.5039 -2.0407 -0.4044
C -3.0990 -1.3329 -1.5340
C -1.7438 -0.8673 -1.6032
C -1.2890 -0.2449 -2.7925
C -2.2221 0.2360 -3.7115
C -3.5959 -0.0826 -3.5738
C -4.0036 -0.9035 -2.5582
H 0.1555 -4.0341 2.8631
H -3.9144 -3.9524 1.4425
H -2.2061 -4.7661 3.0976
H -4.5510 -2.2302 -0.2426
H -1.8985 0.8944 -4.5256
H -4.3111 0.3394 -4.2975
H -5.0437 -1.2291 -2.4713
N -1.0138 -0.8459 -0.3152
Os -0.0008 0.8387 0.5581
C 1.2160 -2.3756 0.9320
H 1.5110 -2.2629 -0.1357
H 1.9604 -2.9721 1.4944
C 0.1872 0.0382 -2.8663
H 0.8254 -0.8374 -2.6446
H 0.4853 0.4515 -3.8398
P 1.3272 -0.6142 1.5693
P 0.5767 1.3006 -1.5890
C -0.2471 2.7579 -2.2640
H -0.0964 3.6297 -1.6252
H 0.1544 2.9475 -3.2540
H -1.3135 2.5702 -2.3440
C 2.3286 1.5501 -1.9290
H 2.4224 1.7415 -2.9992
H 2.7114 2.3947 -1.3686
H 2.8959 0.6711 -1.6706
C 0.9304 -0.7697 3.3575
H 1.5629 -1.5214 3.8330
H 1.0481 0.2196 3.8364
H -0.1298 -1.0350 3.4546
C 3.1296 -0.3649 1.5233
H 3.3903 0.5681 2.0341
H 3.6250 -1.2192 2.0005
H 3.4468 -0.2720 0.4834
H -1.5953 -0.1644 0.2717
H -0.7963 1.5554 1.8573
N 1.8742 3.4573 0.4075
C 2.7168 4.1978 1.1293
C 2.7278 3.6830 2.4045
C 1.8311 2.6129 2.4066
N 1.3471 2.4329 1.1605
H 1.5378 3.7028 -0.5190
H 3.1772 5.0726 0.7262
H 3.2971 4.0290 3.2388
H 1.5667 1.9859 3.2302
```

The orbital gap (alpha / beta) comes out at 7.1 / 5.9 eV. Its multiplicity is 5. Its net charge is +2.

***

[8]
Here is 2 unconnected molecules or ions with the total composition C25H39N2O7S at a distorted geometry from OMol25. Energies are from wB97M-V/def2-TZVPD.

Geometry as XYZ:
```
74
C25H39N2O7S | OMol25 | wB97M-V/def2-TZVPD
O -0.1746 0.3774 6.9047
C 0.3515 -0.4645 6.2891
N 0.7097 -1.2665 5.4379
C 1.3214 -0.6238 4.2467
C 2.8008 -1.0904 4.1840
C 3.6044 -0.3869 3.0927
O 3.0555 -0.5331 1.7445
S 1.7498 -1.4355 1.6786
O 1.1551 -1.1806 0.3843
O 2.0137 -2.8383 1.8160
C 0.5225 -0.8590 2.9269
C -0.0655 0.4446 2.3311
C -0.8098 1.3681 3.3213
C -0.5447 2.8636 2.9383
C -0.7721 3.1510 1.4470
O -1.9189 2.4612 0.9350
C -0.4789 -2.0556 3.0096
O -1.5753 -1.8103 3.8556
C -2.6844 -1.2309 3.2939
C -2.9715 -1.0815 1.9475
C -4.1273 -0.4362 1.5062
C -5.0371 0.0616 2.4191
C -4.7633 -0.0936 3.7745
C -3.6202 -0.7328 4.2075
H 1.3858 0.4582 4.4432
H 2.8785 -2.1817 4.1438
H 3.2454 -0.7840 5.1404
H 4.6166 -0.8017 3.0696
H 3.6759 0.6884 3.2920
H 0.8004 1.0221 1.9607
H -0.6673 0.2551 1.4423
H -1.8966 1.2561 3.2872
H -0.5014 1.2550 4.3649
H 0.4400 3.1861 3.2951
H -1.3194 3.4289 3.4788
H -0.8973 4.2246 1.2575
H 0.1126 2.8010 0.8914
H -1.6423 2.0128 0.1333
H -0.7286 -2.4278 2.0112
H 0.0911 -2.8682 3.4777
H -2.2737 -1.4365 1.1925
H -4.2575 -0.3345 0.4323
H -5.9163 0.5862 2.0573
H -5.4366 0.2973 4.5337
H -3.4136 -0.8262 5.2721
C -0.0728 0.6411 -6.3959
C 0.4429 1.1230 -5.0106
C 1.9801 1.2395 -4.9901
C 2.7029 -0.1074 -4.9665
C 2.2130 -0.9693 -3.8006
C 0.6874 -1.1610 -3.8075
N -0.0108 0.1824 -3.9142
O 0.0301 0.7448 -2.8517
C 0.3052 -2.0962 -4.9755
C 0.2436 -1.9239 -2.5574
C -0.1534 2.5278 -4.8545
H 0.7425 0.4259 -7.0850
H -0.7055 -0.2410 -6.3322
H -0.7074 1.3879 -6.8685
H 2.2905 1.8113 -4.1086
H 2.3000 1.8178 -5.8564
H 2.5633 -0.6286 -5.9162
H 3.7773 0.0572 -4.8683
H 2.6923 -1.9468 -3.8366
H 2.5255 -0.5058 -2.8584
H -0.7780 -2.1729 -5.0805
H 0.6837 -3.0976 -4.7842
H 0.7239 -1.7972 -5.9339
H 0.5461 -1.4342 -1.6327
H 0.6873 -2.9164 -2.5464
H -0.8417 -2.0494 -2.5431
H -1.2438 2.4923 -4.8396
H 0.1511 3.1399 -5.7003
H 0.1879 3.0374 -3.9532
```

The orbital gap comes out at 3.6 eV. Its net charge is +1.

***

Relative energy (zero: lowest compared OMol25 entry of this formula, charge and spin) values, unit kcal/mol, following the record order: 42.6, 52.8, 0.0, 37.9, 140.0, 19.3, 12.8, 0.0.
Molecular weight values, unit g mol⁻¹, following the record order: 93.15, 72.04, 246.28, 132.59, 128.94, 126.25, 587.67, 511.66.